This record from the Open Molecules 2025 dataset describes C32H63AsMnN3O11PSb as an isolated structure. The level of theory is the ωB97M-V functional and the def2-TZVPD basis.

Results
energy: -6217.3338 Eh
2S+1: 4
charge: +1
energy relative to the best compared isomer or geometry (same formula, charge and spin): 0.187 eV

Element x y z (Å)
Mn (0.250, 0.729, 0.358)
O (-0.019, -0.983, 0.980)
O (-0.023, -0.020, 2.022)
O (2.575, 2.520, 1.932)
C (2.968, 1.695, 1.168)
C (4.382, 1.522, 0.646)
C (4.320, 0.275, -0.229)
C (2.925, -0.244, -0.001)
O (2.536, -1.367, -0.408)
N (2.173, 0.640, 0.646)
H (5.053, 1.405, 1.497)
H (4.672, 2.425, 0.113)
H (5.067, -0.481, 0.008)
H (4.401, 0.506, -1.293)
C (-2.447, 3.197, -3.260)
C (-1.746, 4.144, -2.296)
C (-2.558, 5.403, -2.056)
C (-0.345, 4.471, -2.800)
O (-1.698, 3.385, -1.052)
P (-0.724, 3.693, 0.164)
O (-0.175, 5.051, 0.163)
O (0.330, 2.546, 0.179)
O (-1.670, 3.349, 1.408)
C (-1.564, 4.055, 2.692)
C (-0.110, 4.125, 3.135)
C (-2.362, 3.191, 3.656)
C (-2.187, 5.432, 2.545)
H (-2.536, 3.657, -4.244)
H (-3.451, 2.955, -2.906)
H (-1.879, 2.268, -3.351)
H (-2.633, 5.980, -2.979)
H (-2.074, 6.020, -1.299)
H (-3.568, 5.155, -1.723)
H (-0.404, 4.755, -3.852)
H (0.310, 3.603, -2.704)
H (0.100, 5.286, -2.235)
H (0.366, 3.147, 3.052)
H (-0.071, 4.442, 4.178)
H (0.456, 4.832, 2.532)
H (-1.867, 2.230, 3.810)
H (-3.375, 3.019, 3.286)
H (-2.438, 3.692, 4.621)
H (-1.636, 6.026, 1.818)
H (-2.165, 5.945, 3.507)
H (-3.228, 5.350, 2.224)
C (1.797, 1.893, -4.722)
N (1.154, 0.935, -3.825)
C (0.494, -0.144, -4.308)
C (0.016, -1.109, -3.498)
C (0.182, -0.939, -2.085)
O (-0.130, -1.877, -1.289)
N (0.660, 0.234, -1.623)
C (1.332, 1.115, -2.449)
O (2.056, 1.997, -2.041)
H (1.269, 1.885, -5.673)
H (2.844, 1.636, -4.879)
H (1.745, 2.883, -4.279)
H (0.410, -0.200, -5.386)
H (-0.471, -1.989, -3.886)
C (-3.404, 0.145, 2.086)
As (-3.191, 0.697, 0.270)
C (-4.197, 2.299, 0.021)
C (-4.001, -0.569, -0.916)
O (-1.577, 0.749, -0.175)
H (-3.296, -0.933, 2.150)
H (-4.389, 0.450, 2.436)
H (-2.626, 0.629, 2.674)
H (-5.243, 2.007, 0.121)
H (-3.994, 2.685, -0.975)
H (-3.915, 3.041, 0.759)
H (-4.852, -1.050, -0.438)
H (-3.250, -1.307, -1.189)
H (-4.331, -0.037, -1.807)
C (2.817, -3.489, -2.043)
C (1.749, -4.208, -1.236)
C (0.585, -4.605, -2.136)
C (2.338, -5.463, -0.590)
Sb (1.053, -2.906, 0.448)
C (2.486, -3.046, 2.171)
C (3.946, -3.008, 1.730)
C (2.167, -1.883, 3.103)
C (2.250, -4.373, 2.894)
C (-0.881, -3.753, 1.191)
C (-1.213, -3.208, 2.579)
C (-0.777, -5.278, 1.256)
C (-1.991, -3.365, 0.224)
H (3.137, -4.166, -2.843)
H (3.690, -3.234, -1.445)
H (2.443, -2.577, -2.507)
H (1.004, -5.143, -2.993)
H (0.033, -3.749, -2.507)
H (-0.106, -5.285, -1.646)
H (2.655, -6.137, -1.392)
H (1.616, -6.009, 0.012)
H (3.218, -5.254, 0.010)
H (4.185, -2.184, 1.067)
H (4.257, -3.933, 1.252)
H (4.554, -2.901, 2.635)
H (2.291, -0.910, 2.631)
H (2.850, -1.931, 3.958)
H (1.151, -1.930, 3.490)
H (2.388, -5.239, 2.253)
H (1.279, -4.433, 3.374)
H (3.000, -4.449, 3.689)
H (-0.559, -3.597, 3.355)
H (-2.227, -3.541, 2.831)
H (-1.204, -2.124, 2.630)
H (0.043, -5.634, 1.870)
H (-0.705, -5.733, 0.274)
H (-1.699, -5.654, 1.713)
H (-2.050, -2.288, 0.116)
H (-2.942, -3.738, 0.624)
H (-1.852, -3.794, -0.767)

Forces on atoms 1 to 6 (eV/Å):
-0.482 0.360 -0.579
0.115 -0.109 0.700
-0.071 -0.117 -0.291
-0.041 0.033 0.105
0.139 -0.007 -0.130
0.046 0.002 0.011

Results of the Mulliken charge analysis, in e, for atoms 1 through 99: -0.02, 1.17, -0.28, -0.53, -0.56, -0.63, -0.54, -1.25, 0.00, 2.25, 0.37, 0.33, 0.40, 0.21, -1.39, 1.57, -1.92, -1.27, 0.62, -0.59, -0.86, -0.29, 0.25, 1.71, -1.43, -1.43, -1.85, 0.51, 0.32, 0.13, 0.47, 0.35, 0.30, 0.57, -0.05, 0.41, 0.11, 0.53, 0.33, 0.13, 0.26, 0.56, 0.31, 0.51, 0.33, -0.86, 0.64, -0.24, -1.27, -0.01, -0.04, 1.95, -1.23, -0.57, 0.36, 0.27, 0.29, 0.47, 0.57, -0.88, 0.66, -0.36, -1.02, -0.86, 0.38, 0.53, -0.17, 0.64, -0.14, -0.02, 0.45, 0.10, 0.41, -1.80, 2.26, -1.47, -1.50, -0.09, 2.20, -1.18, -1.80, -1.73, 2.17, -1.59, -1.64, -1.27, 0.53, 0.26, 0.14, 0.59, 0.02, 0.29, 0.58, 0.25, 0.25, -0.23, 0.33, 0.62, 0.19